[1]
DFT (wB97M-V/def2-TZVPD) results for the molecule C7H13NO in a non-equilibrium geometry.

Summary:
**Maximum force**: 4.92 eV/A
**Energy above the lowest of the compared OMol25 structures with the same formula, charge and spin**: 59.9 kcal per mole

Cartesian coordinates (Å):
H: -2.5453 -1.0958 1.5715
C: -1.0437 -0.4965 0.1876
C: 1.9039 0.6632 -1.2715
H: 1.8277 0.6430 -2.3603
O: 1.4025 -0.7899 0.6559
H: -2.4529 0.6399 1.3207
N: -0.8137 -0.6186 -2.3047
H: 2.9543 0.7848 -0.9931
H: 1.4524 1.3904 2.1126
H: 0.1824 -1.0242 2.2319
C: -2.3716 -0.3265 0.8139
H: 0.0767 1.7989 1.0880
C: -0.4926 -0.6415 -0.9632
H: -0.1797 -1.1430 -2.8884
C: 1.3407 -0.6308 -0.7109
H: -1.7852 -0.8261 -2.5029
C: 0.3481 -0.3256 1.4101
C: 0.4237 1.1190 1.8663
H: -3.1646 -0.3843 0.0656
H: -0.2031 1.2529 2.7462
H: 1.3462 1.5235 -0.9024
H: 1.7940 -1.5126 -1.1728

Forces on the atoms, in the same order (eV/Å):
H -0.0501 0.0003 -0.0842
C 2.0688 0.5550 4.1185
C -0.0833 -0.1480 0.1103
H 0.0270 0.0667 0.0283
O 1.1204 -0.2256 0.3311
H 0.0122 -0.0062 -0.0851
N -0.7217 -0.0545 -0.1009
H -0.0395 -0.0723 -0.0479
H -0.0321 -0.0749 0.1366
H 0.0405 0.0638 -0.0109
C -0.3366 -0.0513 -0.3482
H 0.0080 0.0173 -0.0010
C 4.8520 -0.0293 -0.7873
H -0.1437 -0.0602 0.0253
C -3.6084 0.2221 -0.4820
H 0.1432 0.0153 -0.1629
C -3.0156 -0.3035 -2.6255
C 0.0203 -0.0719 -0.1330
H -0.1715 0.0085 0.1155
H 0.0019 0.1098 0.0614
H 0.0052 -0.0119 -0.0224
H -0.0971 0.0511 -0.0357



[2]
DFT (wB97M-V/def2-TZVPD) results for a structure of composition C7H13NO in a non-equilibrium geometry.

Summary:
**Maximum force**: 2.05 eV/A
**Energy above the lowest of the compared OMol25 structures with the same formula, charge and spin**: 49.6 kcal per mole

Cartesian coordinates (Å):
C: 0.6292 -0.5310 -0.1702
H: -2.0682 2.3083 0.6053
H: 1.6500 -1.2991 -1.9168
C: -1.1333 0.4995 0.5798
H: -1.1151 -1.6673 0.9186
H: -1.4445 1.7640 -1.8710
C: -0.5239 1.1784 -1.8536
H: 0.3134 1.8429 -2.0847
H: 1.3583 -2.4977 -0.6664
H: 2.2342 -0.9592 1.2244
C: 0.9227 -1.6320 -1.1685
H: -0.1809 0.1112 2.8834
C: -0.3441 0.4993 -0.5347
H: -2.8002 1.1446 1.5623
C: 1.8614 -0.1294 0.6195
H: 0.0216 -1.9492 -1.6941
H: 2.6670 0.1595 -0.0648
N: -1.9300 1.4837 1.1726
H: 1.6510 0.7093 1.2824
H: -0.5875 0.4454 -2.6624
C: -0.6983 -0.7194 1.2383
O: -0.4828 -0.7618 2.6005

Forces on the atoms, in the same order (eV/Å):
C -0.6944 -0.6320 1.7220
H -0.0120 -0.0804 0.0170
H -0.0188 0.0513 0.0140
C 0.6165 0.6605 -0.6815
H -0.3091 0.0534 0.0389
H 0.0176 0.0351 -0.0182
C 0.1588 0.1386 0.1248
H -0.0434 0.0310 -0.0682
H -0.0074 -0.0313 -0.0306
H -0.0356 -0.0463 -0.0168
C -0.0983 -0.0647 0.1965
H -0.0500 -0.0692 0.0148
C -1.0364 0.3021 0.3405
H 0.0376 0.0593 -0.0307
C -0.0336 0.0299 -0.2395
H -0.0196 -0.0455 -0.0070
H 0.0375 0.1055 0.0779
N -0.2693 -0.1383 -0.0930
H 0.0263 0.0640 -0.0158
H 0.0244 -0.0179 0.0212
C 1.4485 -0.5290 -1.3559
O 0.2608 0.1238 -0.0103



[3]
DFT (wB97M-V/def2-TZVPD) results for the molecule C7H13NO in a non-equilibrium geometry.

Summary:
**Maximum force**: 3.66 eV/A
**Energy above the lowest of the compared OMol25 structures with the same formula, charge and spin**: 54.4 kcal per mole

Cartesian coordinates (Å):
H: 0.5673 -0.3038 -2.7167
C: 0.8363 0.5399 0.6190
H: -0.6819 0.8105 -3.3520
H: 0.4512 1.3594 -2.1288
H: -0.0958 0.2410 2.5467
C: -0.7680 -0.5358 -0.4260
H: 0.5422 1.8578 2.2752
C: -0.1406 0.5020 -2.4612
N: -1.1055 0.1303 -1.4757
C: 0.0384 1.0196 1.7979
C: 0.6307 -0.9462 -0.0441
H: 0.2402 -1.9104 1.5921
H: 1.3103 -1.0767 -0.8861
C: 1.9202 1.1937 0.2189
H: -2.8478 -0.7471 0.0155
H: 2.2379 2.1034 0.7050
H: -0.9398 1.3638 1.4665
H: 2.5775 0.8216 -0.5527
H: -1.8742 -2.2382 0.1989
O: 0.7984 -2.0236 0.8134
H: -1.8102 -1.0003 1.4313
C: -1.8870 -1.1608 0.3628

Forces on the atoms, in the same order (eV/Å):
H -0.1607 0.1374 -0.0241
C 2.4993 -1.8351 0.2184
H 0.1062 -0.0704 -0.1508
H 0.0851 0.0669 0.0382
H -0.0609 -0.0787 0.0858
C -1.2436 -1.7399 -2.5028
H 0.0613 -0.0117 -0.0392
C 0.4636 0.2136 -0.1598
N -0.1433 -0.7105 1.4046
C -0.2227 -0.0850 -0.3957
C -0.9393 3.4612 0.7060
H 0.0481 -0.0487 -0.0786
H -0.0929 0.1726 0.1656
C 0.0394 0.1216 0.0490
H 0.4506 -0.1929 0.1389
H -0.1141 0.3343 -0.0582
H -0.1955 -0.0222 0.1543
H -0.0149 -0.1127 -0.1115
H 0.0154 -0.0485 -0.0710
O -0.1054 -0.1658 0.3237
H 0.0196 0.0487 0.3476
C -0.4953 0.5660 -0.0406



[4]
DFT (wB97M-V/def2-TZVPD) results for a cluster of 2 separate species, C7H13NO in total in a non-equilibrium geometry.

Summary:
**Maximum force**: 1.97 eV/A
**Energy above the lowest of the compared OMol25 structures with the same formula, charge and spin**: 20.8 kcal per mole

Cartesian coordinates (Å):
C: -2.4662 1.2901 0.9820
H: -1.1856 0.3259 2.4553
C: 0.5907 0.2492 0.4069
H: -2.8384 2.2456 0.6043
H: -3.2436 0.7118 1.4694
H: -0.1528 -0.9120 -2.6683
H: 1.8054 1.1898 -1.2173
O: -1.0723 -0.8761 -2.9239
H: -0.2254 -1.4753 1.4787
C: 1.2218 -1.8483 -0.1290
H: -1.2509 2.1317 2.6192
N: 1.8765 -0.9406 -0.9533
C: -1.2579 1.2801 1.9417
H: 0.2226 2.3145 0.6203
C: 1.4656 0.3394 -0.6511
C: 0.1218 1.4050 1.2296
H: -1.6704 -0.9623 -2.1925
H: 0.8172 1.6256 2.0456
H: -2.0928 0.9158 0.0203
H: 2.4860 -1.1634 -1.7026
C: 0.4629 -1.1064 0.7352
H: 1.5669 -2.8574 -0.2779

Forces on the atoms, in the same order (eV/Å):
C 1.0552 -0.0053 -0.3060
H -0.4225 0.0892 0.4581
C 0.5796 0.8728 0.0310
H 0.0062 0.3668 0.9566
H -0.4143 -0.0940 -0.6394
H -0.0173 -0.0465 0.7625
H 0.0834 0.0363 0.0730
O -0.1906 0.1493 -1.4812
H 0.2320 -0.2213 0.1198
C 1.4206 0.7252 -0.9588
H -0.4386 -0.2861 0.4529
N -1.0949 0.5008 0.5830
C 0.9532 0.8217 -1.5174
H -0.4962 -0.0630 -0.0230
C -0.0820 -0.5661 0.0907
C -0.3011 0.8259 0.1599
H 0.2142 -0.0877 0.7996
H 0.2976 -0.4276 -0.0402
H -0.4307 -0.9637 0.2430
H 0.3951 -0.2861 -0.3964
C -0.6848 -1.0297 0.1403
H -0.6640 -0.3109 0.4921



Question: What is the maximum force in the first record?
Answer: 4.92 eV/A